(1)
Below is a molecular structure, C24H43BrFeP2, with properties calculated with wB97M-V/def2-TZVPD.

**Multiplicity**: 6
**ΔE to the lowest compared entry with this formula, charge and spin**: 0.00 kcal per mole
**Net charge**: +1
**E_HOMO (spin up / spin down)**: -9.57 / -11.56 eV

```
71
Properties=species:S:1:pos:R:3:forces:R:3
Fe -0.09057 0.11749 2.04578 -0.7 0.3 2.1
C -0.79624 -1.76431 2.85927 0.9 -0.2 1.0
C 0.58058 -1.89823 2.43908 -0.2 -0.2 1.3
C 0.48752 -0.29927 4.14066 0.1 -1.7 0.2
C -0.84232 -0.78941 3.92271 1.0 -1.2 0.1
C 1.37756 -1.01532 3.25912 -0.9 -0.4 0.5
C -1.94160 -2.61209 2.42619 -0.4 -0.2 -0.1
H -1.72301 -3.14349 1.49120 -0.1 0.1 0.3
H -2.86515 -2.02548 2.29181 0.3 -0.2 0.0
H -2.15273 -3.37338 3.19332 0.0 0.2 -0.2
C -2.00154 -0.54182 4.81543 -0.4 0.2 0.2
H -2.95361 -0.65309 4.28353 0.1 0.1 0.1
H -1.97000 0.45427 5.27595 0.0 -0.2 -0.2
H -1.99490 -1.28149 5.63825 0.0 0.3 -0.3
C 0.89573 0.60773 5.24437 0.1 0.3 0.4
H 1.06478 0.02776 6.16785 0.0 0.2 -0.3
H 0.11981 1.35276 5.46859 0.2 -0.2 -0.1
H 1.82953 1.13807 5.01890 -0.2 -0.1 0.1
C 2.86356 -1.02446 3.35624 0.5 0.0 0.1
H 3.17839 -1.66840 4.19368 -0.1 0.2 -0.2
H 3.28538 -0.02723 3.55779 -0.1 -0.4 -0.1
H 3.32878 -1.43473 2.45092 -0.1 0.1 0.3
C 1.12077 -2.91581 1.49640 0.2 -0.4 -0.3
H 1.45835 -3.80970 2.04694 -0.1 0.3 -0.1
H 1.99095 -2.54229 0.93545 -0.3 -0.1 0.1
H 0.36393 -3.25440 0.77926 0.2 0.1 0.2
C -2.02954 0.87261 -4.12518 -0.5 -0.4 0.1
C -1.90003 -0.45699 -4.24018 -0.7 0.5 -0.2
C -1.07243 -1.15430 -5.28200 0.4 -0.3 -0.3
C 0.32855 -0.53294 -5.56920 -0.3 -0.4 -0.2
C 1.01893 0.00894 -4.35677 0.5 0.4 0.3
C 0.91917 1.26326 -3.89185 0.6 -0.5 -0.3
C 0.03754 2.34793 -4.43285 -0.3 0.3 -0.3
C -1.34398 1.88830 -4.99176 0.3 0.4 0.0
H -1.61889 -1.19281 -6.24645 0.1 -0.1 0.5
H 0.25032 0.22177 -6.36407 0.1 -0.2 0.3
H -0.92058 -2.20176 -4.97069 -0.1 0.3 -0.1
H -1.23078 1.53742 -6.02756 -0.1 0.1 0.4
H -2.74239 1.30517 -3.40593 0.3 -0.4 -0.1
H -2.53308 -1.12770 -3.64373 0.2 0.4 -0.1
H -1.97935 2.78595 -5.02575 0.2 -0.3 -0.2
H -0.14610 3.08242 -3.62795 0.1 -0.2 -0.3
H 1.59008 1.59495 -3.08900 -0.2 -0.4 -0.2
H 0.56749 2.89331 -5.23926 -0.2 -0.1 0.4
H 0.95114 -1.35095 -5.95977 -0.1 0.3 -0.1
H 1.70735 -0.70405 -3.87876 -0.2 0.5 0.0
P -1.09191 0.05803 0.12072 -1.7 -0.4 -3.3
P 1.49288 1.26877 1.06489 2.3 1.2 -1.4
C -0.39962 1.35989 -0.99474 -0.3 0.1 -0.1
C 0.75202 2.17470 -0.37680 0.3 0.4 0.4
H -1.23509 2.01832 -1.29096 0.4 -0.2 0.1
H -0.06852 0.84664 -1.90773 -0.1 0.1 0.3
H 1.56114 2.36872 -1.10362 -0.4 -0.1 0.2
H 0.39792 3.16027 -0.03231 0.1 -0.4 0.0
C 2.25480 2.43388 2.22024 0.3 0.5 -0.3
H 2.81660 1.89129 2.98698 -0.1 0.1 -0.2
H 1.47710 3.03137 2.70503 0.2 -0.1 -0.1
H 2.93652 3.08228 1.66468 0.1 0.1 0.2
C 2.86808 0.31189 0.34007 0.2 0.3 -0.2
H 3.34193 0.91572 -0.44232 0.1 -0.3 0.1
H 2.50557 -0.63504 -0.08487 0.1 0.3 0.1
H 3.60045 0.10162 1.12743 -0.2 0.0 -0.3
C -2.87111 0.38630 0.20612 -0.3 0.0 -0.2
H -3.34230 -0.37978 0.83910 0.1 0.3 -0.3
H -3.28356 0.34331 -0.81138 -0.1 0.0 0.3
H -3.04455 1.37341 0.65051 0.0 -0.3 -0.2
C -1.00205 -1.48042 -0.85234 -0.1 0.0 -0.2
H 0.00131 -1.91584 -0.79847 -0.2 0.1 -0.1
H -1.26694 -1.27610 -1.89885 0.1 -0.1 0.3
H -1.71981 -2.18633 -0.41748 0.2 0.1 -0.2
Br -1.14825 2.04291 2.65616 -1.0 1.7 0.4
```
Positions in Å, forces in eV/Å.

---

(2)
Below is a single C4H3N3 molecule, with properties calculated with wB97M-V/def2-TZVPD.

**ΔE to the lowest compared entry with this formula, charge and spin**: 93.05 kcal per mole
**E_HOMO**: -9.85 eV
**SMILES**: C#Cc1cnn[nH]1

```
10
Properties=species:S:1:pos:R:3:forces:R:3
C -1.76541 -0.34983 1.97000 0.5 -0.3 -0.9
C -0.84714 -0.17247 1.16532 -0.1 -0.1 0.4
C 0.08704 -0.01962 0.13559 0.4 0.1 -0.1
C 0.44446 -0.81787 -0.92884 0.1 0.0 0.1
N 1.32464 -0.12274 -1.68893 0.0 0.1 0.0
N 1.53705 1.04013 -1.15152 0.0 -0.1 -0.1
N 0.77534 1.12420 -0.06787 0.1 0.1 0.0
H -2.43819 -0.81239 1.22972 -1.2 -0.1 0.7
H 0.09843 -1.80956 -1.19173 0.1 0.2 0.1
H 0.78377 1.94014 0.52826 0.1 0.0 -0.2
```
Positions in Å, forces in eV/Å.

---

(3)
Below is a molecular structure, C13H17AlF4IO2, with properties calculated with wB97M-V/def2-TZVPD.

**Net charge**: -1
**E_HOMO**: -6.81 eV

```
38
Properties=species:S:1:pos:R:3:forces:R:3
C 1.96776 -1.92260 -0.53815 0.0 0.2 0.3
C 2.41128 -1.18644 0.82326 0.4 -0.6 -0.2
C 3.08979 0.25444 0.59084 -1.8 -1.3 0.1
I 3.69875 0.93827 2.60973 -0.2 -0.2 -0.9
C 2.05678 1.36357 0.05792 1.8 2.7 -1.0
O 2.48939 2.53139 -0.05755 -2.1 -4.2 0.5
O 0.71704 0.97421 -0.26935 2.2 1.1 1.5
C -0.13412 2.12366 0.00284 -1.0 1.5 0.2
C -1.69292 1.77148 0.15693 0.0 -0.8 0.4
C -2.00844 0.24751 0.50002 -1.5 -3.3 -0.1
C -3.05013 -0.47150 -0.43216 0.8 -1.8 2.0
C -3.51553 -1.93496 -0.24061 2.9 2.0 2.7
C -2.92059 -2.71456 0.96082 0.8 2.2 -0.3
C -3.40021 -4.22134 1.24053 -0.3 1.3 0.2
C -1.87716 -2.05854 1.88906 -1.3 2.4 -2.6
C -1.42031 -0.57009 1.66792 -2.5 -1.6 -2.3
H 1.35585 -1.26881 -1.24548 0.8 -0.8 1.1
H 2.89820 -2.27852 -1.09706 -1.3 0.4 0.7
H 1.32366 -2.81461 -0.23807 0.9 1.1 -0.5
H 3.20147 -1.87172 1.31409 -1.2 1.2 -0.7
H 1.53506 -1.15326 1.57561 1.4 0.3 -1.4
H 4.04485 0.18271 -0.02302 -1.5 0.4 0.7
H 0.20265 2.57255 1.01142 -0.4 -0.5 -1.8
H -0.03852 2.89291 -0.85274 0.1 -1.1 1.6
H -2.10450 2.41629 1.02185 0.7 -0.9 -1.4
H -2.26046 2.07453 -0.79308 0.8 -0.7 1.4
H -3.52941 0.10143 -1.30890 1.0 -0.8 1.6
H -4.26784 -2.43323 -0.94964 1.3 0.9 1.3
H -3.53396 -4.37110 2.37605 0.5 0.1 -1.8
H -4.45974 -4.33764 0.79919 1.8 0.0 0.4
H -2.64906 -4.95609 0.79196 -1.2 0.9 0.7
H -1.44368 -2.62750 2.78116 -0.8 0.8 -1.5
H -0.65974 -0.10732 2.37305 -1.1 -0.7 -1.1
F 2.57975 5.51798 -4.78481 0.2 -0.9 1.4
Al 2.79536 4.57116 -3.29910 0.1 0.0 0.1
F 1.69078 5.17562 -2.04776 1.0 -0.6 -1.3
F 4.47124 4.72631 -2.73730 -1.6 -0.1 -0.6
F 2.43667 2.86379 -3.62949 0.3 1.6 0.3
```
Positions in Å, forces in eV/Å.

---

(4)
Below is 11 unconnected molecules or ions with the total composition C25H72O11, with properties calculated with wB97M-V/def2-TZVPD.

**ΔE to the lowest compared entry with this formula, charge and spin**: 41.28 kcal per mole
**E_HOMO**: -9.41 eV
**SMILES**: CC(C)O.CC(C)O.CC(C)O.CC(C)O.CC(C)O.CC(C)O.CC(C)O.CO.CO.CO.CO

```
108
Properties=species:S:1:pos:R:3:forces:R:3
C 13.89707 10.27515 7.24019 -0.5 0.5 1.2
C 14.77922 9.01133 7.05668 -0.1 0.4 -1.2
C 14.36212 8.16002 5.83234 0.1 -0.9 -0.2
O 16.14391 9.43970 6.91801 0.1 0.0 -0.2
H 12.84356 10.00442 7.35083 0.0 -0.2 -0.2
H 13.92096 11.10690 6.46352 0.5 -1.4 0.7
H 14.08665 10.73165 8.25861 0.1 -0.3 -1.2
H 14.79518 8.35545 7.94617 -0.3 0.5 -0.2
H 14.94754 7.19700 5.69581 -0.5 1.2 0.5
H 14.45165 8.69942 4.88662 0.3 0.3 0.1
H 13.29592 7.89833 5.84006 0.2 -0.1 0.4
H 16.22314 9.89066 6.06006 0.0 -0.2 0.4
C 13.50668 15.26435 8.57553 -0.2 0.6 1.9
C 13.93606 16.77741 8.83330 -2.0 -1.2 -0.8
C 13.52076 17.80989 7.77450 0.2 -0.9 -0.2
O 13.52757 17.29042 10.08582 -0.1 0.1 0.6
H 13.66593 14.99966 7.56232 0.2 -0.1 -1.1
H 12.43642 15.05539 8.81335 0.7 0.4 -0.1
H 14.10508 14.54210 9.19705 -0.5 0.9 -0.4
H 14.98119 16.79173 8.89788 1.6 -0.2 -0.1
H 12.63441 18.31745 8.03901 -1.3 0.4 0.7
H 13.33880 17.52574 6.74038 0.5 -0.6 0.0
H 14.27928 18.54472 7.81860 0.8 1.0 -0.3
H 12.61148 17.61576 10.03822 -0.1 -0.4 0.1
C 8.56202 8.41860 13.34362 0.3 -0.1 0.1
C 7.99200 8.96651 12.03688 1.0 0.6 0.9
C 8.33647 10.45099 11.92552 0.6 -0.9 -0.8
O 8.54474 8.26827 10.90439 -1.0 -0.8 0.0
H 8.67331 7.32283 13.31782 -0.3 0.3 0.1
H 7.89864 8.73493 14.17084 0.5 -0.3 -0.2
H 9.58353 8.81667 13.49949 -0.5 -0.1 0.0
H 6.93226 8.83396 12.03851 -0.9 -0.1 -0.1
H 8.11265 11.02931 12.79160 -0.7 0.2 0.7
H 7.85245 10.86612 11.05582 0.0 0.4 -0.3
H 9.42634 10.53438 11.84166 -0.2 0.0 -0.4
H 7.96207 7.48992 10.76829 0.7 0.6 0.0
C 13.92654 7.95754 12.26214 0.0 -1.6 -0.3
C 13.15805 8.54566 11.08707 -1.1 0.5 0.7
C 11.74038 8.83543 11.56923 -0.6 -0.6 0.0
O 13.61336 9.80807 10.63087 1.2 -0.1 -0.7
H 13.76068 8.55987 13.13144 0.1 0.5 0.5
H 14.99396 7.81822 12.10874 0.2 0.2 -0.2
H 13.54752 6.92229 12.51549 0.2 1.0 -0.4
H 12.98860 7.81635 10.30007 0.7 -0.2 -0.6
H 11.23453 7.85129 11.76474 0.2 1.0 0.0
H 11.17461 9.39133 10.79807 0.2 -0.4 0.3
H 11.78115 9.44058 12.48821 -0.1 -0.2 -0.2
H 14.46532 9.78992 10.12620 -0.8 -0.1 0.9
C 10.31818 16.95697 12.48528 0.0 0.3 -0.1
C 9.90255 17.94602 11.42940 1.0 0.4 0.2
C 10.46127 19.30517 11.76961 -2.7 1.1 -0.3
O 10.54000 17.61099 10.22685 -0.1 -1.6 -2.0
H 9.87029 17.25818 13.41450 0.2 0.1 0.8
H 11.43089 16.96599 12.50047 -0.7 -0.2 0.3
H 9.92597 15.98248 12.28289 0.1 -0.8 -0.3
H 8.83821 18.03428 11.22356 -0.4 -0.2 0.4
H 10.09504 19.58660 12.76894 0.1 0.2 -0.3
H 10.06134 20.02530 10.99541 0.7 -0.5 0.9
H 11.51151 19.30209 11.78580 1.5 0.0 -0.1
H 10.14044 16.75608 9.90072 0.5 1.1 0.5
C 7.36390 14.45564 8.41116 1.8 0.2 -1.9
C 8.25840 14.12172 9.56945 0.5 0.6 0.9
C 9.58085 13.50781 9.13576 -0.6 -0.2 -1.5
O 8.58789 15.34596 10.28682 -0.3 -0.1 0.0
H 8.02021 15.06361 7.65153 -1.5 -0.8 1.4
H 6.46016 14.97088 8.68158 -0.3 0.3 0.1
H 7.12493 13.52175 7.89718 -0.2 0.0 -0.1
H 7.77535 13.42947 10.27977 0.0 0.2 -0.2
H 9.85418 13.83647 8.11129 -0.2 0.0 0.4
H 9.46452 12.42154 9.07694 0.3 0.1 0.2
H 10.39642 13.81182 9.75383 0.4 -0.1 0.8
H 7.78501 15.70170 10.70141 0.3 -0.2 -0.2
C 10.26165 8.00677 7.58762 -0.4 0.2 1.6
C 9.56868 9.37790 7.64783 0.3 0.7 -0.5
C 8.25447 9.38297 6.84461 -0.4 0.2 1.1
O 9.30435 9.91717 8.90451 -0.2 -0.6 1.3
H 10.44489 7.81912 6.53735 0.3 -0.5 0.0
H 9.52967 7.31955 8.00226 -0.3 -0.6 -0.4
H 11.13978 7.82138 8.27489 -0.5 0.8 -1.0
H 10.27785 10.11313 7.27959 0.0 0.1 -0.8
H 7.42655 8.91034 7.42242 0.7 0.1 -0.2
H 8.34221 8.85438 5.93789 0.1 -0.7 -1.3
H 7.89801 10.38448 6.60091 0.3 0.1 0.2
H 8.92440 9.21978 9.48234 0.2 0.5 -0.1
C 14.35808 15.89658 13.41586 -1.1 -1.1 2.2
O 14.23187 15.50819 12.07222 0.6 0.9 0.3
H 13.72860 16.73826 13.69358 -0.5 0.2 -0.3
H 14.04263 15.06073 14.12636 0.4 0.8 -1.2
H 15.32163 16.21957 13.75323 1.1 -0.1 -0.3
H 14.22241 16.35945 11.59694 -0.3 -0.5 -0.7
C 10.05819 12.25526 14.47529 -0.5 1.3 -2.2
O 10.11741 13.66067 14.08804 -0.7 -1.1 1.3
H 10.77368 11.92023 15.18228 1.0 0.1 0.8
H 9.07162 12.06167 14.85680 -0.5 0.2 0.4
H 10.11818 11.62770 13.57736 0.3 0.0 0.2
H 10.81787 13.84441 13.45348 0.6 -0.4 -0.3
C 17.07051 9.49857 10.06422 1.5 -0.8 0.4
O 16.35342 10.63205 9.64167 -0.2 0.1 2.0
H 18.17314 9.61197 9.90380 -0.8 -0.1 -0.4
H 17.04195 9.29559 11.14794 -0.7 0.8 -0.2
H 16.71635 8.54971 9.63483 0.1 0.3 -0.4
H 16.15754 10.57500 8.72556 0.1 -0.4 -1.6
C 12.92522 12.67412 12.00581 0.3 1.5 0.4
O 12.15532 13.90897 12.17598 -0.2 -1.6 -0.1
H 13.68110 12.75721 11.17935 -0.9 -0.2 0.6
H 13.46256 12.41744 12.94686 -0.3 0.1 -0.5
H 12.14962 11.96094 11.82910 0.0 -0.9 -0.4
H 12.74820 14.63956 12.03105 0.7 0.7 -0.1
```
Positions in Å, forces in eV/Å.

---

(5)
Below is a molecular structure, C5H12O3Tl, with properties calculated with wB97M-V/def2-TZVPD.

**Multiplicity**: 2
**ΔE to the lowest compared entry with this formula, charge and spin**: 83.31 kcal per mole
**Net charge**: +2
**E_HOMO (spin up / spin down)**: -17.35 / -19.49 eV

```
21
Properties=species:S:1:pos:R:3:forces:R:3
H -3.17041 1.14481 0.44477 0.5 0.2 -0.5
C 3.06747 0.10286 0.43568 0.5 -2.0 1.7
O 2.54247 1.26973 -0.11278 2.1 1.8 -1.0
C 2.14722 -1.09086 0.18537 1.0 -0.8 -0.5
O 0.82798 -0.66041 0.55370 0.1 -2.8 1.3
C -0.26187 -1.46234 0.12394 -0.7 -1.0 -0.4
C -1.50908 -0.63770 0.33894 -0.2 -1.5 0.9
O -1.27529 0.66302 -0.21573 -0.1 0.3 -0.5
C -2.45916 1.44744 -0.35786 -2.3 0.8 0.6
Tl 0.65028 1.28020 -0.01303 -1.2 3.2 -0.7
H 3.21621 0.20077 1.53011 0.0 0.2 -0.5
H 4.05264 -0.15083 0.00239 -0.4 0.6 -0.2
H 2.42680 -1.97232 0.77970 0.0 0.4 -0.1
H 2.13573 -1.35621 -0.88480 0.0 0.0 0.3
H -0.31670 -2.39371 0.70485 0.0 0.3 -0.1
H -0.13673 -1.70907 -0.94233 0.0 0.0 0.2
H -1.74145 -0.52743 1.40851 0.0 0.1 -0.3
H -2.36250 -1.10610 -0.17036 0.2 0.3 0.0
H -2.68685 3.22542 -2.28908 0.0 0.2 -0.3
H -2.93123 1.22800 -1.32583 0.4 0.2 0.3
H -2.21553 2.50475 -0.19617 -0.1 -0.4 -0.3
```
Positions in Å, forces in eV/Å.